(1)
Formula: C4H8O2
Source: the Open Molecules 2025 dataset
Level of theory: wB97M-V/def2-TZVPD

Output
orbital gap = 9.235 eV
ΔE to the lowest compared entry with this formula, charge and spin = 467.4 kJ/mol
calculated total energy = -8368.4370 eV
E_HOMO = -0.308 Ha
LUMO = 0.8594 eV

ORCA input file:
```
! wB97M-V def2-TZVPD RIJCOSX def2/J DEFGRID3
* xyz 0 1
H -2.252 -2.903 -1.548
C -1.120 0.388 -0.093
C -0.657 -0.927 0.475
H 1.619 2.139 -0.006
C 1.584 0.005 0.275
H 2.413 -0.106 0.978
C 0.930 1.363 0.341
H 1.926 -0.215 -0.739
H -1.971 -2.610 -0.921
H 0.636 1.597 1.379
O 0.630 -1.043 0.635
H -1.761 0.154 -0.951
O -0.186 1.366 -0.515
H -1.790 0.792 0.689
*
```


(2)
Formula: C2H4N4
Source: the Open Molecules 2025 dataset
Level of theory: wB97M-V/def2-TZVPD

Output
orbital gap = 9.781 eV
ΔE to the lowest compared entry with this formula, charge and spin = 331.0 kJ/mol
calculated total energy = -8095.8835 eV
E_HOMO = -0.336 Ha
LUMO = 0.6306 eV

ORCA input file:
```
! wB97M-V def2-TZVPD RIJCOSX def2/J DEFGRID3
* xyz 0 1
H 1.462 -0.160 -1.572
C 0.450 1.629 0.481
N 0.511 -0.155 -1.210
H -0.848 -1.734 -0.069
H -1.461 -1.720 1.542
H -0.043 0.485 -1.775
N -0.950 -1.248 0.818
C -0.257 -0.163 1.120
N 0.569 2.780 0.510
N 0.567 0.287 0.154
*
```


(3)
Formula: C3H8N2
Source: the Open Molecules 2025 dataset
Level of theory: wB97M-V/def2-TZVPD

Output
orbital gap = 9.548 eV
ΔE to the lowest compared entry with this formula, charge and spin = 550.1 kJ/mol
calculated total energy = -6216.1453 eV
E_HOMO = -0.343 Ha
LUMO = 0.2273 eV

ORCA input file:
```
! wB97M-V def2-TZVPD RIJCOSX def2/J DEFGRID3
* xyz 0 1
H -1.117 -1.934 0.732
H -0.309 -0.329 -1.617
C -0.503 -0.262 -0.115
H 1.754 0.906 0.818
C 0.993 -0.758 0.127
H -1.740 1.496 -0.152
N -1.434 -1.134 0.177
H -0.019 1.804 -0.546
H 0.598 -0.542 -1.468
H 1.098 -1.845 0.081
C -0.706 1.226 0.088
N 1.915 -0.103 0.733
H -0.529 1.475 1.142
*
```


Repeat the second record exactly.
Formula: C2H4N4
Source: the Open Molecules 2025 dataset
Level of theory: wB97M-V/def2-TZVPD

Output
orbital gap = 9.781 eV
ΔE to the lowest compared entry with this formula, charge and spin = 331.0 kJ/mol
calculated total energy = -8095.8835 eV
E_HOMO = -0.336 Ha
LUMO = 0.6306 eV

ORCA input file:
```
! wB97M-V def2-TZVPD RIJCOSX def2/J DEFGRID3
* xyz 0 1
H 1.462 -0.160 -1.572
C 0.450 1.629 0.481
N 0.511 -0.155 -1.210
H -0.848 -1.734 -0.069
H -1.461 -1.720 1.542
H -0.043 0.485 -1.775
N -0.950 -1.248 0.818
C -0.257 -0.163 1.120
N 0.569 2.780 0.510
N 0.567 0.287 0.154
*
```


> What is the formula in the third record?

C3H8N2


> Among the records above, which one has the lowest orbital gap?

C4H8O2


What did the second record say?
Formula: C2H4N4
Source: the Open Molecules 2025 dataset
Level of theory: wB97M-V/def2-TZVPD

Output
orbital gap = 9.781 eV
ΔE to the lowest compared entry with this formula, charge and spin = 331.0 kJ/mol
calculated total energy = -8095.8835 eV
E_HOMO = -0.336 Ha
LUMO = 0.6306 eV

ORCA input file:
```
! wB97M-V def2-TZVPD RIJCOSX def2/J DEFGRID3
* xyz 0 1
H 1.462 -0.160 -1.572
C 0.450 1.629 0.481
N 0.511 -0.155 -1.210
H -0.848 -1.734 -0.069
H -1.461 -1.720 1.542
H -0.043 0.485 -1.775
N -0.950 -1.248 0.818
C -0.257 -0.163 1.120
N 0.569 2.780 0.510
N 0.567 0.287 0.154
*
```